[1]
ORCA calculation (ωB97M-V with the def2-TZVPD basis set) on a 6-piece molecular cluster, H13O6 overall in a non-equilibrium geometry.

Last column: Mulliken charge in e.
Positions of all 19 atoms, in Å:
O1 0.009 0.238 -0.441  -0.3259
H1 0.304 -0.610 -0.211  0.4290
H2 -0.939 0.377 -0.001  0.4481
H3 0.458 0.894 0.135  0.5058
O2 0.809 2.472 0.915  -0.6655
H4 1.092 2.925 1.677  0.3157
H5 0.197 3.294 0.902  0.3267
O3 -1.359 -1.212 1.529  -0.6354
H6 -2.314 -0.958 1.344  0.3464
H7 -1.353 -1.309 2.472  0.3139
O4 2.960 -0.666 -2.242  -0.6179
H8 3.089 -0.768 -1.302  0.3085
H9 3.157 0.241 -2.527  0.3103
O5 -2.611 0.931 0.079  -0.7027
H10 -3.337 1.147 -0.611  0.3304
H11 -2.895 1.464 0.904  0.3469
O6 0.990 -2.509 -0.631  -0.6856
H12 0.117 -2.875 -0.746  0.3062
H13 1.625 -3.082 -1.236  0.3451

Computed properties:
* net charge: +1
* HOMO: -0.5225 Ha
* strongest force on any atom: 4.51 eV/A
* E_LUMO: -0.12748 hartree
* multiplicity: 1
* total energy: -12488.4193 eV
* Kohn-Sham gap: 10.75 eV


[2]
ORCA calculation (ωB97M-V with the def2-TZVPD basis set) on a 6-piece molecular cluster, H13O6 overall.

Last column: Mulliken charge in e.
Positions of all 19 atoms, in Å:
O1 3.740 2.067 0.201  -0.6765
H1 4.283 2.482 0.878  0.3134
H2 3.761 2.642 -0.569  0.3370
O2 -1.744 -4.037 0.333  -0.6213
H3 -2.389 -4.502 0.872  0.3167
H4 -0.895 -4.441 0.531  0.3136
O3 -0.166 2.387 1.524  -0.6311
H5 -0.352 2.236 2.449  0.3289
H6 -0.949 2.802 1.141  0.3343
O4 -0.112 -0.624 -1.446  -0.6380
H7 0.358 -1.448 -1.620  0.3669
H8 -0.918 -0.859 -0.913  0.3888
O5 -2.646 -0.869 -0.838  -0.6414
H9 -3.150 -1.687 -0.744  0.3153
H10 -3.273 -0.252 -1.231  0.3092
O6 1.110 1.045 -0.155  -0.4563
H11 0.679 0.308 -0.821  0.4947
H12 2.072 1.176 -0.153  0.3880
H13 0.591 1.573 0.561  0.4578

Computed properties:
* net charge: +1
* HOMO: -0.5308 Ha
* strongest force on any atom: 0.70 eV/A
* E_LUMO: -0.10387 hartree
* multiplicity: 1
* total energy: -12490.1981 eV
* Kohn-Sham gap: 11.62 eV


[3]
ORCA calculation (ωB97M-V with the def2-TZVPD basis set) on a 7-piece molecular cluster, H13O7 overall in a non-equilibrium geometry.

Last column: Mulliken charge in e.
Positions of all 20 atoms, in Å:
O1 -0.007 0.344 0.325  -1.1684
H1 -0.243 1.026 1.004  0.1876
O2 -1.957 0.461 -1.444  -0.6617
H2 -1.342 0.522 -0.745  0.4278
H3 -1.668 1.241 -1.903  0.3512
O3 1.198 -0.826 -1.706  -0.6702
H4 0.776 -0.217 -1.096  0.3373
H5 1.876 -1.279 -1.220  0.3255
O4 -2.195 -0.295 1.694  -0.7034
H6 -2.753 -0.685 1.081  0.3292
H7 -1.415 -0.081 1.206  0.2489
O5 2.318 0.041 1.611  -0.7197
H8 2.083 -0.448 2.407  0.2896
H9 1.494 0.247 1.114  0.3715
O6 0.937 1.996 -1.550  -0.7124
H10 1.855 1.961 -1.352  0.2784
H11 0.488 1.522 -0.790  0.3798
O7 -0.251 -2.131 0.382  -0.7108
H12 -0.105 -1.182 0.159  0.4987
H13 -1.089 -2.219 0.822  0.3211

Computed properties:
* net charge: -1
* HOMO: -0.2324 Ha
* strongest force on any atom: 3.12 eV/A
* E_LUMO: 0.13632 hartree
* multiplicity: 1
* total energy: -14545.1185 eV
* Kohn-Sham gap: 10.03 eV